1.
Below is C27H21ClN5O6PtS as an isolated structure, with properties calculated with ωB97M-V/def2-TZVPD.

LUMO energy = 0.0530 Ha
Energy above the lowest of the compared OMol25 structures with the same formula, charge and spin = 0.0 kJ/mol
Charge = -1

Each line ends with the natural charge from an NBO analysis.
CARTESIAN COORDINATES (ANGSTROEM)
Pt  -0.1040  0.5678  -0.8685  0.930
N  7.5616  0.4526  5.9643  -0.331
C  6.7092  0.4380  5.1933  0.292
C  5.6391  0.4196  4.2252  -0.196
C  5.6898  -0.4685  3.1550  -0.153
C  4.6661  -0.4763  2.2228  -0.232
C  3.5850  0.3916  2.3501  0.073
C  3.5390  1.2674  3.4330  -0.227
C  4.5611  1.2893  4.3656  -0.153
C  2.4780  0.3924  1.3485  0.165
C  2.8185  0.6242  0.0305  -0.010
C  4.1150  0.8327  -0.5475  -0.216
C  3.9327  1.0080  -1.8895  -0.314
C  2.5271  0.9344  -2.1203  0.064
N  1.8832  0.7273  -0.9939  -0.437
C  1.1950  0.1110  1.8425  -0.011
C  0.8627  -0.3494  3.1457  -0.230
C  -0.4668  -0.7026  3.1255  -0.332
C  -0.9233  -0.4557  1.8128  0.010
N  0.0560  0.0208  1.0518  -0.455
H  6.5229  -1.1516  3.0601  0.224
H  4.6856  -1.1827  1.4033  0.235
H  2.7046  1.9500  3.5252  0.237
H  4.5310  1.9807  5.1966  0.224
H  5.0511  0.8522  -0.0129  0.215
H  4.6878  1.1841  -2.6383  0.216
H  1.9763  1.0291  -3.0437  0.242
H  1.5389  -0.4199  3.9826  0.215
H  -1.0564  -1.0973  3.9370  0.216
H  -1.9055  -0.6189  1.4031  0.227
Cl  -1.2931  2.9061  -5.5486  -0.100
C  -2.0160  2.5422  -3.9362  -0.450
C  -0.9455  2.2749  -2.8817  0.750
O  -0.7820  3.1630  -2.0531  -0.652
O  -0.3791  1.1127  -2.8810  -0.741
H  -2.6406  1.6623  -4.0749  0.231
H  -2.5931  3.4071  -3.6358  0.222
O  -2.6950  2.2930  0.4702  -0.576
C  -3.0147  1.3551  -0.2237  0.647
N  -2.1673  0.4293  -0.7916  -0.936
S  -2.9489  -0.8122  -1.5206  2.312
O  -2.7074  -0.8977  -2.9318  -0.925
O  -2.7897  -2.0268  -0.7527  -0.969
C  -4.5624  -0.1572  -1.2416  -0.237
C  -5.7845  -0.6681  -1.6363  -0.214
C  -6.9163  0.0550  -1.2831  -0.207
C  -6.8115  1.2454  -0.5632  -0.213
C  -5.5717  1.7395  -0.1807  -0.167
C  -4.4476  1.0164  -0.5364  -0.142
H  -5.8526  -1.5902  -2.1984  0.227
H  -7.8944  -0.3090  -1.5724  0.209
H  -7.7108  1.7883  -0.3007  0.209
H  -5.4632  2.6647  0.3700  0.234
C  -0.2593  -4.2613  -2.4329  -0.719
C  0.1742  -3.1065  -1.5606  0.688
N  0.0536  -3.3010  -0.2059  -0.832
O  0.6120  -2.0714  -2.0142  -0.607
H  -0.2489  -5.2150  -1.9054  0.202
H  0.3943  -4.3045  -3.3009  0.232
H  -1.2738  -4.0554  -2.7794  0.248
H  -0.6190  -3.9799  0.1080  0.381
H  0.0929  -2.4488  0.3357  0.407



2.
Below is a 5-piece molecular cluster, H10O5 overall, with properties calculated with ωB97M-V/def2-TZVPD.

LUMO energy (alpha / beta) = -0.1279 / -0.4124 Ha
Energy above the lowest of the compared OMol25 structures with the same formula, charge and spin = 114.1 kJ/mol
Charge = +1
Multiplicity = 2

Each line ends with the Mulliken spin population.
CARTESIAN COORDINATES (ANGSTROEM)
O  8.9413  17.4951  15.4103  0.584
H  9.3833  16.7134  15.0789  -0.015
H  8.6799  17.2634  16.3015  -0.020
O  8.4785  18.0869  12.3006  0.458
H  8.2699  17.7732  11.4206  -0.013
H  8.9711  17.3702  12.7004  -0.011
O  7.2838  18.3037  17.9674  0.000
H  6.3881  18.0439  17.7518  0.000
H  7.2712  18.4458  18.9139  0.000
O  8.1395  15.7454  18.4537  0.019
H  7.9830  16.6892  18.4227  0.000
H  7.3222  15.3774  18.7895  -0.001
O  9.4920  15.5167  13.1608  0.001
H  9.6433  14.6371  13.5066  -0.001
H  9.6294  15.4306  12.2174  -0.001



3.
Below is a 11-piece molecular cluster, C44H88O11 overall, with properties calculated with ωB97M-V/def2-TZVPD.

LUMO energy = 0.0043 Ha
SMILES = C1CCOC1.C1CCOC1.C1CCOC1.C1CCOC1.C1CCOC1.C1CCOC1.C1CCOC1.C1CCOC1.C1CCOC1.C1CCOC1.C1CCOC1
Energy above the lowest of the compared OMol25 structures with the same formula, charge and spin = 475.7 kJ/mol

Each line ends with the Löwdin charge.
CARTESIAN COORDINATES (ANGSTROEM)
C  -21.8809  -4.8454  12.5764  -0.171
C  -22.2245  -3.8478  13.6927  -0.162
C  -22.7862  -4.7915  14.7978  -0.184
O  -22.0901  -6.0412  14.6155  -0.167
C  -21.3576  -6.1070  13.3597  -0.165
H  -21.1813  -4.6115  11.7738  0.100
H  -22.7701  -5.0454  11.9786  0.101
H  -22.9770  -3.1418  13.3416  0.105
H  -21.3110  -3.3649  14.0397  0.107
H  -23.8359  -4.9651  14.5610  0.111
H  -22.6322  -4.3965  15.8020  0.115
H  -21.5621  -7.0579  12.8675  0.105
H  -20.2830  -6.1173  13.5418  0.107
C  -17.0478  1.0284  9.6095  -0.188
C  -15.9418  2.0727  9.7256  -0.150
C  -14.8276  1.1140  10.1444  -0.195
O  -15.4659  0.1987  11.0760  -0.169
C  -16.8198  -0.0017  10.6856  -0.210
H  -17.0401  0.5817  8.6153  0.113
H  -17.9867  1.5346  9.8342  0.107
H  -16.1538  2.7070  10.5863  0.117
H  -15.6067  2.5800  8.8209  0.115
H  -14.0695  1.5724  10.7795  0.117
H  -14.3634  0.5010  9.3719  0.115
H  -17.4406  0.0107  11.5815  0.119
H  -16.8231  -0.9976  10.2426  0.109
C  -27.5604  -5.8296  0.5433  -0.175
C  -27.9807  -5.3209  -0.7713  -0.204
C  -27.0578  -4.1462  -1.0244  -0.212
O  -25.8485  -4.4731  -0.3432  -0.160
C  -26.0195  -5.7434  0.3580  -0.176
H  -27.7767  -6.8929  0.6467  0.117
H  -27.7576  -5.2012  1.4118  0.122
H  -28.9974  -4.9348  -0.6994  0.114
H  -27.9024  -6.0472  -1.5804  0.122
H  -27.4464  -3.1837  -0.6916  0.112
H  -26.8356  -4.0035  -2.0819  0.114
H  -25.5662  -5.9616  1.3249  0.112
H  -25.5794  -6.4148  -0.3793  0.112
C  -12.8084  -3.4331  7.0097  -0.124
C  -14.4029  -3.3892  6.8181  -0.157
C  -14.6511  -4.4988  5.8191  -0.177
O  -13.5661  -4.3176  4.8523  -0.150
C  -12.4206  -3.9183  5.5826  -0.235
H  -12.4417  -4.0064  7.8612  0.098
H  -12.2774  -2.4893  7.1339  0.093
H  -14.8100  -2.4128  6.5555  0.103
H  -14.9229  -3.4836  7.7714  0.096
H  -15.5338  -4.3204  5.2050  0.118
H  -14.6175  -5.4999  6.2489  0.119
H  -11.7879  -3.2058  5.0532  0.110
H  -11.7500  -4.7758  5.6387  0.105
C  -20.7793  2.3386  5.4193  -0.140
C  -20.6951  2.5809  3.9297  -0.173
C  -20.9557  4.0636  3.8553  -0.277
O  -20.4216  4.6649  4.9630  -0.143
C  -20.5519  3.7720  6.0780  -0.155
H  -19.9822  1.6605  5.7240  0.099
H  -21.6909  1.9320  5.8572  0.105
H  -21.3392  2.0507  3.2282  0.112
H  -19.6917  2.4910  3.5135  0.112
H  -22.0307  4.2020  3.9710  0.119
H  -20.5808  4.5992  2.9831  0.129
H  -21.2745  4.1633  6.7940  0.110
H  -19.6042  3.7612  6.6164  0.104
C  -28.7433  -0.7004  4.4777  -0.187
C  -27.2692  -0.7964  4.3727  -0.195
C  -26.8414  -0.2878  3.0044  -0.171
O  -28.0824  0.2129  2.4955  -0.146
C  -29.1254  -0.5934  3.0032  -0.217
H  -29.0597  0.2467  4.9147  0.113
H  -29.1368  -1.4936  5.1134  0.116
H  -27.0247  -1.8584  4.3486  0.105
H  -26.8985  -0.4398  5.3337  0.116
H  -26.4086  -1.0318  2.3356  0.116
H  -26.2373  0.6185  3.0458  0.119
H  -29.2445  -1.5677  2.5294  0.114
H  -30.0611  -0.0538  2.8568  0.120
C  -21.8187  -4.5251  6.2969  -0.155
C  -22.2981  -4.3709  4.8271  -0.156
C  -21.4911  -3.1366  4.5014  -0.219
O  -21.5354  -2.2871  5.6737  -0.166
C  -21.5087  -3.0642  6.8926  -0.157
H  -20.9513  -5.1779  6.3943  0.099
H  -22.5962  -4.9057  6.9594  0.091
H  -23.3376  -4.0635  4.7121  0.109
H  -22.0690  -5.2414  4.2125  0.112
H  -21.7086  -2.6789  3.5364  0.120
H  -20.4334  -3.3904  4.4313  0.113
H  -22.2758  -2.7246  7.5885  0.107
H  -20.5570  -3.1475  7.4175  0.102
C  -23.7879  0.0264  -2.4579  -0.157
C  -22.9123  0.5631  -1.2661  -0.157
C  -22.9782  2.0506  -1.3651  -0.225
O  -23.9541  2.2563  -2.3488  -0.120
C  -24.7287  1.1080  -2.4815  -0.279
H  -24.3392  -0.9068  -2.3426  0.115
H  -23.1152  -0.1241  -3.3022  0.119
H  -21.8848  0.2048  -1.3290  0.102
H  -23.1667  0.3442  -0.2291  0.106
H  -22.0505  2.5496  -1.6451  0.120
H  -23.3462  2.5515  -0.4696  0.116
H  -25.2387  1.0883  -3.4446  0.130
H  -25.4802  1.0203  -1.6968  0.131
C  -23.6143  -10.6821  2.0341  -0.159
C  -24.5754  -10.4297  3.2655  -0.160
C  -24.2021  -11.5445  4.2062  -0.190
O  -23.6677  -12.5329  3.3114  -0.129
C  -23.6046  -12.1940  1.9881  -0.257
H  -22.6480  -10.2240  2.2452  0.108
H  -23.9650  -10.1721  1.1369  0.103
H  -25.6216  -10.6366  3.0404  0.107
H  -24.4617  -9.4088  3.6301  0.106
H  -25.0004  -11.8570  4.8793  0.120
H  -23.3528  -11.2323  4.8140  0.109
H  -24.4786  -12.4495  1.3889  0.119
H  -22.6590  -12.4544  1.5125  0.124
C  -21.7786  -5.5988  -2.4568  -0.141
C  -20.9311  -6.8499  -2.8322  -0.177
C  -20.7494  -7.5081  -1.4776  -0.206
O  -21.0305  -6.5414  -0.4397  -0.138
C  -21.1245  -5.2882  -1.0956  -0.225
H  -22.8453  -5.8012  -2.3603  0.110
H  -21.5606  -4.8107  -3.1775  0.106
H  -19.9539  -6.6213  -3.2577  0.107
H  -21.4432  -7.5461  -3.4964  0.106
H  -19.7044  -7.8164  -1.4466  0.113
H  -21.4311  -8.3555  -1.4051  0.114
H  -20.1222  -4.8721  -1.1976  0.116
H  -21.7105  -4.5342  -0.5701  0.116
C  -21.9909  -9.7218  8.3507  -0.171
C  -21.6490  -11.1686  8.6944  -0.168
C  -22.9279  -11.7831  9.1013  -0.240
O  -23.9046  -10.8304  8.8050  -0.144
C  -23.3787  -9.5105  8.8589  -0.199
H  -21.9682  -9.5638  7.2724  0.108
H  -21.2922  -9.0134  8.7956  0.109
H  -20.8799  -11.3487  9.4455  0.115
H  -21.3185  -11.5707  7.7368  0.109
H  -23.0198  -12.1278  10.1313  0.119
H  -23.0986  -12.6533  8.4674  0.120
H  -23.5259  -9.0997  9.8577  0.119
H  -23.9853  -8.9767  8.1274  0.119



4.
Below is C34H42InN4P2Si2 as an isolated structure, with properties calculated with ωB97M-V/def2-TZVPD.

LUMO energy (alpha / beta) = -0.1699 / -0.1699 Ha
Energy above the lowest of the compared OMol25 structures with the same formula, charge and spin = 0.0 kJ/mol
Charge = +1

Each line ends with the Löwdin charge.
CARTESIAN COORDINATES (ANGSTROEM)
In  0.0055  -1.3428  -1.4481  0.995
C  -3.6027  -3.0155  -0.4223  -0.177
Si  -3.6097  -1.2218  -1.0220  0.367
C  -5.1225  -0.3077  -0.3594  -0.159
C  -3.7166  -1.1228  -2.9094  -0.170
N  -2.0214  -0.6693  -0.5373  -0.337
P  -1.4715  0.8007  -0.1353  0.688
C  0.0675  1.0610  -0.9764  -0.348
P  1.6693  0.6659  -0.3443  0.606
N  1.7933  -0.8407  0.1808  -0.302
Si  2.1413  -1.5819  1.7140  0.354
C  2.8701  -0.4770  3.0601  -0.156
C  0.5166  -2.2835  2.3850  -0.152
C  3.3382  -3.0011  1.3609  -0.164
C  2.5671  1.9150  0.6271  -0.328
C  2.0118  3.0865  1.1265  -0.087
C  2.8056  3.9657  1.8492  -0.060
C  4.1491  3.6904  2.0540  -0.060
C  4.7094  2.5335  1.5269  -0.060
C  3.9215  1.6454  0.8172  -0.101
C  2.5747  0.8198  -1.9325  -0.326
C  2.8834  2.0979  -2.3930  -0.069
C  3.5444  2.2658  -3.5987  -0.057
C  3.8536  1.1593  -4.3802  -0.072
C  3.5308  -0.1127  -3.9376  -0.079
C  2.9135  -0.2816  -2.7048  -0.130
C  -2.5238  2.0926  -0.8715  -0.300
C  -2.5324  2.1247  -2.2661  -0.107
C  -3.4222  2.9417  -2.9403  -0.067
C  -4.3116  3.7350  -2.2260  -0.068
C  -4.2776  3.7358  -0.8407  -0.072
C  -3.3851  2.9194  -0.1588  -0.087
C  -1.5694  1.0116  1.6655  -0.279
C  -2.8096  0.8759  2.2908  -0.086
C  -2.9095  1.0178  3.6642  -0.057
C  -1.7793  1.2884  4.4253  -0.060
C  -0.5410  1.3868  3.8116  -0.061
C  -0.4377  1.2373  2.4372  -0.102
H  -4.6063  -3.4407  -0.3770  0.036
H  -3.1727  -3.0691  0.5798  0.026
H  -3.0077  -3.6399  -1.0946  0.016
H  -5.9723  -0.5546  -0.9991  0.042
H  -5.0047  0.7754  -0.3947  0.014
H  -5.3851  -0.5988  0.6590  0.031
H  -4.4789  -1.8042  -3.2936  0.036
H  -2.7672  -1.3764  -3.3891  0.014
H  -3.9978  -0.1177  -3.2233  0.021
H  2.3607  0.4837  3.1426  0.012
H  3.9306  -0.2848  2.8999  0.028
H  2.7684  -0.9930  4.0173  0.042
H  -0.1614  -1.4838  2.6895  0.018
H  0.6961  -2.9262  3.2493  0.040
H  0.0103  -2.8791  1.6229  -0.010
H  4.3351  -2.6427  1.0982  0.030
H  2.9845  -3.6355  0.5460  -0.006
H  3.4402  -3.6287  2.2497  0.035
H  0.9693  3.3191  0.9479  0.110
H  2.3689  4.8692  2.2539  0.111
H  4.7638  4.3863  2.6087  0.111
H  5.7602  2.3233  1.6757  0.113
H  4.3437  0.7361  0.4052  0.118
H  2.5997  2.9654  -1.8110  0.113
H  3.8160  3.2598  -3.9284  0.111
H  4.3475  1.2949  -5.3330  0.109
H  3.7699  -0.9745  -4.5474  0.105
H  2.7237  -1.2818  -2.3206  0.062
H  -1.8302  1.5031  -2.8071  0.096
H  -3.4344  2.9543  -4.0223  0.111
H  -5.0275  4.3532  -2.7508  0.109
H  -4.9649  4.3603  -0.2852  0.110
H  -3.3705  2.9313  0.9229  0.099
H  -3.6839  0.6463  1.6954  0.087
H  -3.8712  0.9058  4.1473  0.112
H  -1.8627  1.4133  5.4965  0.111
H  0.3483  1.5704  4.4010  0.111
H  0.5266  1.2788  1.9580  0.047
N  1.5656  -4.4068  -1.6208  0.008
C  1.6504  -5.5796  -0.9703  -0.061
C  0.5472  -5.6701  -0.1519  -0.017
C  -0.1694  -4.4913  -0.3830  -0.141
N  0.4574  -3.7363  -1.2785  -0.052
H  2.2117  -4.0252  -2.2896  0.165
H  2.4689  -6.2590  -1.1343  0.136
H  0.2948  -6.4717  0.5179  0.114
H  -1.1140  -4.1745  0.0291  0.094



5.
Below is an isolated ion of composition C8H9N2O and charge -1, with properties calculated with ωB97M-V/def2-TZVPD.

LUMO energy (alpha / beta) = 0.1458 / 0.1363 Ha
Charge = -1
Multiplicity = 3

Each line ends with the Mulliken spin population.
CARTESIAN COORDINATES (ANGSTROEM)
C  2.8841  -0.2399  0.0439  -0.016
C  2.5900  1.0694  -0.1791  -0.018
C  1.8354  -1.1543  0.3358  0.466
C  1.3134  1.6345  -0.1211  0.411
C  0.5817  -0.6349  0.2714  0.132
C  0.2701  0.7211  0.0552  0.249
C  -0.8816  -1.3108  0.4266  -0.188
C  -3.0140  -0.2183  -0.4213  0.020
N  -0.9925  1.0686  0.3014  0.459
N  -1.8406  -0.2298  0.4069  -0.007
O  -1.6741  2.1791  0.0867  0.274
H  3.8475  -0.5416  -0.0885  -0.035
H  3.4650  1.8177  -0.5081  0.004
H  1.9355  -2.1530  0.5174  0.082
H  1.2430  2.6260  -0.2827  0.059
H  -0.9151  -1.9422  -0.4871  0.055
H  -0.7731  -1.9196  1.4243  0.045
H  -3.9031  -0.8069  0.1706  -0.004
H  -3.1885  0.7887  -0.4666  0.007
H  -2.7833  -0.7538  -1.4857  0.004



6.
Below is C2H12NaO6 as an isolated structure, with properties calculated with ωB97M-V/def2-TZVPD.

LUMO energy = 0.0528 Ha
Energy above the lowest of the compared OMol25 structures with the same formula, charge and spin = 0.0 kJ/mol
Charge = -1

Each line ends with the natural charge from an NBO analysis.
CARTESIAN COORDINATES (ANGSTROEM)
Na  -1.0319  0.0063  0.9165  0.787
O  -0.0004  -1.2387  -2.3552  -0.985
C  0.7387  -0.2835  -3.0972  -0.079
C  1.8223  0.6003  -2.3717  -0.086
O  1.5467  1.6113  -1.3533  -0.994
H  0.0317  0.3372  -3.6476  0.088
H  1.2659  -0.8661  -3.8526  0.097
H  2.3922  1.0976  -3.1567  0.094
H  2.5737  -0.0614  -1.9408  0.087
O  0.8698  -1.1254  4.2419  -0.937
H  1.5931  -1.6808  4.5328  0.473
H  0.7535  -0.4922  4.9502  0.464
O  2.4024  -3.1945  0.4176  -0.971
H  3.0220  -2.4853  0.5890  0.466
H  1.7986  -2.8338  -0.2318  0.500
O  -2.2071  3.1992  -0.3319  -0.974
H  -1.2870  3.0645  -0.5589  0.500
H  -2.5935  3.5877  -1.1167  0.468
O  -4.2301  0.4475  2.8472  -0.942
H  -4.6211  -0.2249  3.4050  0.468
H  -4.8392  0.5350  2.1140  0.474



no.,calculated total energy (Eh)
1,-2744.58634
2,-381.77553
3,-2556.55858
4,-2991.50760
5,-494.78374
6,-697.01242